Computed, not measured: a 12-piece molecular cluster, C66H97B2F8N18O6 overall in a non-equilibrium geometry, with ωB97M-V/def2-TZVPD.

- largest force on an atom (Eh/bohr) = 0.112
- HOMO (eV) = -19.7
- total charge = +7

```
197
C66H97B2F8N18O6 ωB97M-V/def2-TZVPD
C 1.206 -7.012 -1.770
C 0.992 -5.515 -1.417
N 0.085 -4.914 -2.384
C 0.383 -4.221 -3.521
C -0.861 -3.718 -4.042
N -1.876 -4.254 -3.309
C -1.247 -4.940 -2.266
C -3.287 -4.274 -3.508
H 1.278 -7.305 -2.818
H 0.308 -7.593 -1.561
H 2.047 -7.459 -1.240
H 1.888 -4.895 -1.426
H 0.608 -5.463 -0.398
H 1.379 -4.006 -3.879
H -1.121 -3.235 -4.972
H -1.851 -5.459 -1.536
H -3.466 -4.886 -4.391
H -3.577 -3.261 -3.788
H -3.738 -4.649 -2.589
C 2.959 -4.104 1.241
C 1.739 -3.323 1.809
N 0.915 -2.687 0.751
C 1.164 -2.144 -0.511
C -0.053 -1.703 -1.072
N -1.039 -2.009 -0.170
C -0.460 -2.618 0.892
C -2.505 -1.693 -0.324
H 3.584 -4.365 2.095
H 3.635 -3.563 0.579
H 2.696 -5.062 0.791
H 2.034 -2.441 2.377
H 1.236 -3.915 2.573
H 2.151 -2.088 -0.947
H -0.348 -1.319 -2.037
H -0.959 -3.035 1.755
H -2.753 -1.648 -1.384
H -2.638 -0.658 -0.010
H -3.069 -2.416 0.265
C -0.941 -5.487 4.259
C -0.567 -6.916 4.476
N 0.363 -7.294 3.451
C 0.046 -7.711 2.136
C 1.204 -8.159 1.580
N 2.263 -7.888 2.376
C 1.722 -7.358 3.595
C 3.733 -8.057 2.078
H -1.547 -5.207 5.121
H -1.451 -5.241 3.328
H -0.078 -4.854 4.464
H -1.461 -7.539 4.486
H -0.150 -7.076 5.471
H -0.970 -7.734 1.772
H 1.313 -8.488 0.557
H 2.345 -7.177 4.457
H 3.887 -7.618 1.093
H 3.984 -9.117 2.049
H 4.348 -7.617 2.863
C 6.166 -4.902 5.560
C 5.086 -4.036 5.032
N 5.180 -2.676 5.428
C 5.412 -2.209 6.705
C 5.270 -0.846 6.591
N 4.858 -0.450 5.360
C 4.903 -1.630 4.621
C 4.510 0.893 4.974
H 6.284 -5.784 4.931
H 6.018 -5.277 6.573
H 7.142 -4.418 5.534
H 4.090 -4.334 5.360
H 5.040 -4.082 3.944
H 5.570 -2.911 7.510
H 5.565 -0.098 7.313
H 4.529 -1.715 3.612
H 5.030 1.654 5.556
H 3.437 1.071 4.909
H 4.998 1.053 4.012
C -7.473 -1.619 -0.554
C -6.509 -1.708 0.658
N -6.853 -0.823 1.813
C -7.449 -1.186 3.011
C -7.635 -0.056 3.770
N -7.405 1.018 2.954
C -6.899 0.524 1.778
C -7.605 2.429 3.207
H -7.219 -2.283 -1.381
H -7.546 -0.610 -0.959
H -8.476 -1.938 -0.271
H -5.458 -1.558 0.408
H -6.490 -2.711 1.084
H -7.650 -2.215 3.268
H -8.133 0.120 4.712
H -6.736 1.148 0.912
H -7.354 3.015 2.323
H -6.804 2.728 3.883
H -8.559 2.778 3.603
C 8.315 0.365 3.301
N 7.324 0.854 2.310
C 6.745 -0.073 1.518
C 5.760 0.235 0.610
C 5.304 1.567 0.453
C 5.957 2.523 1.222
C 6.985 2.154 2.168
C 4.241 1.970 -0.551
C 4.123 3.257 -1.063
C 3.098 3.541 -1.996
N 2.287 2.559 -2.519
C 2.398 1.265 -2.010
C 3.362 1.006 -1.078
C 1.479 2.811 -3.782
H 7.671 -0.120 4.034
H 8.903 1.166 3.750
H 8.892 -0.343 2.706
H 7.093 -1.088 1.646
H 5.295 -0.610 0.124
H 5.755 3.578 1.109
H 7.544 2.928 2.672
H 4.800 4.080 -0.888
H 3.030 4.453 -2.571
H 1.731 0.569 -2.498
H 3.349 0.015 -0.648
H 1.766 3.823 -4.065
H 0.423 2.611 -3.596
H 1.921 2.126 -4.505
C -2.956 8.190 -8.851
N -3.461 7.097 -7.986
C -3.100 7.099 -6.683
C -3.538 6.162 -5.783
C -4.275 5.100 -6.243
C -4.603 5.067 -7.616
C -4.194 6.052 -8.477
C -4.419 3.874 -5.383
C -3.555 3.640 -4.300
C -3.734 2.607 -3.422
N -4.749 1.775 -3.647
C -5.547 1.851 -4.706
C -5.377 2.894 -5.663
C -5.119 0.768 -2.587
H -3.712 8.238 -9.635
H -2.059 7.788 -9.322
H -3.029 9.145 -8.330
H -2.459 7.908 -6.369
H -3.128 6.267 -4.789
H -5.235 4.276 -7.993
H -4.514 6.067 -9.508
H -2.901 4.447 -4.004
H -3.314 2.524 -2.431
H -6.323 1.115 -4.853
H -6.107 2.910 -6.460
H -4.430 0.810 -1.744
H -4.956 -0.242 -2.964
H -6.187 0.860 -2.385
C 0.805 11.731 1.900
N 0.554 10.308 1.588
C 1.491 9.642 0.901
C 1.242 8.280 0.641
C 0.169 7.613 1.134
C -0.781 8.373 1.837
C -0.520 9.709 2.109
C 0.043 6.159 0.905
C 1.167 5.274 0.969
C 0.904 3.932 0.836
N -0.270 3.407 0.457
C -1.396 4.213 0.409
C -1.295 5.570 0.758
C -0.458 1.970 0.106
H 1.692 11.684 2.531
H -0.137 12.083 2.321
H 1.036 12.198 0.943
H 2.346 10.190 0.533
H 1.992 7.792 0.036
H -1.680 7.912 2.217
H -1.252 10.222 2.714
H 2.172 5.632 1.140
H 1.665 3.168 0.897
H -2.348 3.775 0.148
H -2.182 6.180 0.841
H -1.505 1.678 0.186
H 0.182 1.323 0.706
H -0.232 1.831 -0.951
N 2.197 0.313 2.673
O 3.075 -0.074 1.828
O 1.712 1.448 2.732
O 1.831 -0.432 3.548
N -1.592 -0.038 -3.886
O -2.682 -0.535 -4.099
O -1.477 0.518 -2.820
O -0.715 -0.216 -4.666
B 2.889 -1.989 -3.806
F 1.613 -1.522 -3.586
F 3.017 -2.556 -5.090
F 3.873 -1.049 -3.589
F 3.199 -2.946 -2.872
B -3.014 -5.225 1.141
F -4.039 -5.263 0.161
F -1.795 -5.235 0.650
F -3.213 -4.187 2.002
F -3.171 -6.332 1.937
```